C3H3NO3 | wB97M-V/def2-TZVPD

HOMO in eV: -8.9800
E_LUMO in eV: 0.80
Charge: 0
SMILES: O=COc1co[nH]1
Total energy in eV: -10788.351
Strongest force on any atom in eV/Å: 0.61
HOMO-LUMO gap in eV: 9.78

Bonds (Å) are listed after each position.
Element x y z (Å)
1 O 0.193 1.487 1.645  C2 1.198
2 C -0.871 1.283 1.134  O1 1.198, O3 1.354, H8 1.096
3 O -1.101 0.358 0.172  C2 1.354, C4 1.357
4 C -0.002 -0.292 -0.287  O3 1.357, C5 1.332, N7 1.419
5 C 1.293 -0.494 -0.055  C4 1.332, O6 1.401, H9 1.078
6 O 1.431 -1.286 -1.202  C5 1.401, N7 1.451
7 N 0.000 -1.165 -1.406  C4 1.419, O6 1.451, H10 1.022
8 H -1.810 1.803 1.355  C2 1.096
9 H 2.057 -0.377 0.696  C5 1.078
10 H -0.140 -0.701 -2.305  N7 1.022

Results of the Löwdin charge analysis, in e, for atoms 1 through 2:
1. O 0.105
2. C -0.298